Entry 1:
DFT (ωB97M-V with the def2-TZVPD basis set) results for a cluster of 2 separate species, C3H5BO3 in total in a non-equilibrium geometry.

The geometry in ORCA input format:
```
! wB97M-V def2-TZVPD RIJCOSX def2/J DEFGRID3
* xyz 0 1
O -1.10991 -0.89669 -0.86070
C -0.37295 -0.01628 -0.14094
C 0.20819 1.03663 -0.09352
C -0.50446 0.62280 1.14370
H -1.85003 -1.15500 -0.29275
H 1.18602 1.33648 -0.34705
H -0.39582 0.05215 2.18028
H -1.38538 1.11981 1.42069
O 1.98541 -0.72753 -0.14886
B 1.56548 -1.64063 -0.81485
O 1.09891 -2.64993 -1.49459
H 1.69389 -2.80460 -2.30316
*
```

E_LUMO = -0.034 eV
HOMO = -8.47 eV
SMILES string = OC1=CC1.O=BO
frontier orbital gap = 8.44 eV

=====

Entry 2:
DFT (ωB97M-V with the def2-TZVPD basis set) results for an isolated molecule of C2H7N3OS in a non-equilibrium geometry.

The geometry in ORCA input format:
```
! wB97M-V def2-TZVPD RIJCOSX def2/J DEFGRID3
* xyz 0 1
N -1.23998 -0.02048 1.93839
N -0.15287 0.53238 1.30632
C 0.14232 0.01084 0.17213
C 1.29470 0.56984 -0.50559
S 0.87888 1.59478 -1.94304
N -0.64510 -1.03639 -0.39227
O -0.18518 -1.38811 -1.64623
H -1.34633 -1.05956 1.95794
H -1.32437 0.33896 2.85762
H 1.74047 1.20360 0.28050
H 2.02762 -0.28779 -0.78610
H 0.23749 2.57028 -1.30021
H -1.61368 -0.73800 -0.37855
H 0.18603 -2.29035 -1.56093
*
```

E_LUMO = 0.772 eV
HOMO = -8.23 eV
SMILES string = N/N=C(/CS)NO
frontier orbital gap = 9.00 eV
energy above the lowest of the compared OMol25 structures with the same formula, charge and spin = 204.86 kJ/mol

=====

Entry 3:
DFT (ωB97M-V with the def2-TZVPD basis set) results for a cluster of 2 separate species, C19H19N3O in total in a non-equilibrium geometry.

The geometry in ORCA input format:
```
! wB97M-V def2-TZVPD RIJCOSX def2/J DEFGRID3
* xyz 0 1
C 5.79228 -1.15957 -2.00682
O 5.25250 0.13611 -1.89645
C 3.85560 0.19693 -1.97731
C 3.24288 1.44053 -1.77143
C 1.87887 1.57830 -1.77973
C 1.03848 0.45475 -1.97973
C -0.35824 0.58880 -1.94366
N -1.27103 -0.43791 -1.78422
C -2.67866 -0.20531 -2.09232
C -0.97244 -1.65596 -1.02677
C 1.67082 -0.78246 -2.25297
C 3.03428 -0.90495 -2.24418
H 6.85251 -1.10522 -1.76095
H 5.30616 -1.83929 -1.30396
H 5.68495 -1.51903 -3.03200
H 3.88126 2.28611 -1.58472
H 1.43486 2.54425 -1.60797
H -0.76033 1.58497 -2.00447
H -3.28060 -1.08132 -1.85733
H -3.05342 0.64056 -1.51942
H -2.78740 0.01308 -3.15277
H -1.81676 -1.92512 -0.39196
H -0.76844 -2.47919 -1.71161
H -0.10567 -1.49092 -0.38665
H 1.06808 -1.62903 -2.51944
H 3.47968 -1.85998 -2.45517
C -0.39730 0.33139 2.68843
C 0.18030 -0.89338 2.81818
N 0.63087 -1.97049 2.95403
C -1.79677 0.50324 2.95789
C -2.40442 1.76645 2.91796
C -3.75260 1.90627 3.13633
C -4.53370 0.79633 3.39383
C -3.95523 -0.45807 3.44833
C -2.60471 -0.60242 3.24732
C 0.35352 1.38728 2.27803
N 0.95571 2.32756 1.91011
H -1.79212 2.62777 2.71854
H -4.20293 2.88486 3.09552
H -5.59306 0.90620 3.55027
H -4.56187 -1.32751 3.63628
H -2.14592 -1.57457 3.29294
*
```

E_LUMO = -2.295 eV
HOMO = -5.79 eV
frontier orbital gap = 3.50 eV
energy above the lowest of the compared OMol25 structures with the same formula, charge and spin = 518.29 kJ/mol

=====

Entry 4:
DFT (ωB97M-V with the def2-TZVPD basis set) results for a structure of composition C46H53N3NaO9P4S in a non-equilibrium geometry.

The geometry in ORCA input format:
```
! wB97M-V def2-TZVPD RIJCOSX def2/J DEFGRID3
* xyz -1 1
Na 0.22201 0.16078 -2.66414
O 1.00170 -1.41751 -1.29417
C 1.97086 -2.20807 -1.97699
C 1.87285 -1.88122 -3.55795
O 2.85608 -2.12082 -4.24471
O 0.71622 -1.50569 -3.90292
C 1.54434 -3.68203 -1.95502
C 2.45667 -4.73160 -1.94650
C 2.02034 -6.04793 -1.98644
C 0.66334 -6.33712 -2.03584
C -0.25236 -5.29573 -2.04904
C 0.18475 -3.97868 -2.01659
C 3.33165 -1.93139 -1.35025
C 3.38803 -1.28056 -0.11820
C 4.60721 -1.02857 0.50208
C 5.79342 -1.40953 -0.10723
C 5.74879 -2.03470 -1.34610
C 4.53303 -2.29607 -1.96242
H 0.47750 -1.99765 -0.73101
H 3.51587 -4.52814 -1.89865
H 2.74801 -6.85021 -1.98426
H 0.32459 -7.36514 -2.07026
H -1.31497 -5.49983 -2.09247
H -0.53886 -3.17328 -2.07161
H 2.47218 -0.95806 0.36088
H 4.61421 -0.53709 1.46859
H 6.74561 -1.22056 0.37502
H 6.66684 -2.32438 -1.84294
H 4.49863 -2.74467 -2.94331
N -1.97353 3.24738 -3.80350
C -2.36016 1.79337 -4.08222
C -3.67825 1.73292 -4.82736
P -2.42246 1.04616 -2.37215
O -1.89476 -0.48772 -2.63400
O -3.80508 1.04010 -1.82779
O -1.31392 1.78092 -1.65824
P -0.86679 1.33774 -5.15561
O -1.10040 -0.19813 -5.52372
O -1.03574 2.25755 -6.31663
O 0.32013 1.48875 -4.25609
H -2.79532 3.83246 -3.67118
H -1.41229 3.58656 -4.59610
H -1.40669 3.20894 -2.93475
H -4.49326 2.12645 -4.21448
H -3.91270 0.69227 -5.05286
H -3.60663 2.26510 -5.77730
H -2.36817 -0.87427 -3.38344
H -0.38917 -0.75811 -5.11856
C 6.56682 1.87405 0.19844
C 5.72210 2.27862 -0.99924
N 4.29074 2.14964 -0.73516
C 3.34977 3.06741 -1.06029
S 1.77802 2.66641 -1.40534
N 3.78597 4.39206 -1.06791
C 4.31147 4.94324 0.18525
C 4.79228 6.36446 -0.03109
H 7.62780 2.00916 -0.01974
H 6.40462 0.82686 0.44959
H 6.31643 2.47153 1.07661
H 5.96841 1.65038 -1.85937
H 5.91755 3.30831 -1.28741
H 3.93128 1.20316 -0.72348
H 3.03285 4.95855 -1.43601
H 5.13142 4.31898 0.52887
H 3.53730 4.91577 0.96235
H 5.59140 6.39430 -0.77273
H 5.16535 6.79179 0.90038
H 3.98021 7.00227 -0.38615
C -2.43992 0.83604 1.32238
P -1.16451 -0.34032 0.71668
C -1.87959 -2.00894 0.97784
C -1.12167 -3.12213 1.33800
C -1.67463 -4.39873 1.33531
C -2.98391 -4.58998 0.92888
C -3.72402 -3.49891 0.48505
C -3.17828 -2.22738 0.49943
C 0.13019 -0.08941 2.00345
C 0.85799 1.09012 1.81606
C 1.86890 1.45303 2.69112
C 2.17828 0.63805 3.77293
C 1.46576 -0.53548 3.96935
C 0.45076 -0.89779 3.09045
P -2.66286 1.10648 3.11530
C -4.18218 2.15779 3.08641
C -4.52891 2.94650 1.99093
C -5.63432 3.78937 2.03960
C -6.41031 3.86216 3.18420
C -6.07092 3.08589 4.28682
C -4.96762 2.25144 4.23792
C -3.40560 -0.46791 3.69344
C -4.57510 -1.00793 3.15715
C -5.11961 -2.16990 3.67335
C -4.50259 -2.81152 4.74360
C -3.34580 -2.28308 5.29197
C -2.80419 -1.11265 4.76834
H -3.36799 0.63203 0.78208
H -2.07288 1.78696 0.92062
H -0.07733 -3.01300 1.60162
H -1.06546 -5.24263 1.63404
H -3.41897 -5.58140 0.93510
H -4.73103 -3.64190 0.11213
H -3.75650 -1.39852 0.10621
H 0.64953 1.72125 0.95726
H 2.42425 2.36627 2.51457
H 2.96927 0.91624 4.45863
H 1.69571 -1.17664 4.81173
H -0.10025 -1.80892 3.27804
H -3.95171 2.89967 1.07710
H -5.88748 4.38514 1.17167
H -7.27381 4.51429 3.21991
H -6.66938 3.13271 5.18845
H -4.71634 1.65174 5.10666
H -5.06345 -0.50802 2.32776
H -6.02175 -2.58250 3.23955
H -4.92766 -3.72270 5.14587
H -2.86456 -2.77482 6.12808
H -1.90268 -0.68999 5.19778
*
```

E_LUMO = 1.970 eV
HOMO = -5.50 eV
frontier orbital gap = 7.47 eV
energy above the lowest of the compared OMol25 structures with the same formula, charge and spin = 0.00 kJ/mol

=====

Entry 5:
DFT (ωB97M-V with the def2-TZVPD basis set) results for an isolated molecule of C23H25ClN4O4S in a non-equilibrium geometry.

The geometry in ORCA input format:
```
! wB97M-V def2-TZVPD RIJCOSX def2/J DEFGRID3
* xyz 0 1
C -4.94030 -1.78243 2.02993
C -3.70831 -1.93680 1.14022
N -2.67401 -0.99218 1.52919
C -1.38176 -1.57644 1.82223
C -1.39785 -2.28457 3.17500
C -2.66816 0.23414 0.78157
C -2.13461 0.16566 -0.67214
N -0.68965 0.18332 -0.74305
C 0.02181 -0.93812 -1.08473
O -0.50415 -1.99409 -1.36889
C 1.46891 -0.65170 -1.08931
C 2.48168 -1.47174 -1.43025
C 2.41716 -2.89374 -1.71573
C 1.61046 -3.78364 -0.99831
C 1.60515 -5.12938 -1.29503
C 2.39104 -5.64226 -2.32339
Cl 2.35929 -7.33058 -2.62848
C 3.21815 -4.76486 -3.03061
N 4.08555 -5.19653 -4.10298
O 3.79510 -6.19814 -4.71311
O 5.05440 -4.50359 -4.33131
C 3.23935 -3.41377 -2.71032
S 1.75945 1.02882 -0.68721
C -0.00593 1.34701 -0.51382
N -0.60304 2.42513 -0.27711
C -0.06594 3.66278 -0.00118
C -0.83349 4.77582 -0.36173
C -0.38335 6.04687 -0.10189
C 0.83727 6.25041 0.55018
O 1.18613 7.54634 0.76241
C 2.40711 7.82152 1.40598
C 1.58870 5.14570 0.93863
C 1.14286 3.86710 0.66090
H -5.70522 -2.49936 1.74238
H -4.67264 -1.94846 3.06944
H -5.35098 -0.78022 1.93974
H -3.32172 -2.95363 1.23360
H -4.00135 -1.79722 0.09146
H -0.64738 -0.76718 1.86446
H -1.06508 -2.28874 1.04250
H -0.40359 -2.65418 3.41457
H -2.08544 -3.12563 3.16659
H -1.71256 -1.59026 3.94922
H -3.69794 0.59393 0.73428
H -2.08085 0.97959 1.32477
H -2.50661 1.02950 -1.22628
H -2.45429 -0.76040 -1.15554
H 3.46478 -1.02690 -1.52611
H 0.99797 -3.41879 -0.19118
H 0.98660 -5.80678 -0.72884
H 3.89678 -2.76835 -3.27491
H -1.77453 4.61618 -0.86396
H -0.95960 6.91224 -0.38818
H 2.42623 7.41525 2.42238
H 2.47727 8.90706 1.45188
H 3.25744 7.42785 0.84016
H 2.52443 5.26570 1.46145
H 1.72926 3.02279 0.99048
*
```

E_LUMO = -0.826 eV
HOMO = -7.95 eV
SMILES string = CCN(CC)CCN1C(=O)/C(=C\c2ccc(Cl)c([N+](=O)[O-])c2)S/C1=N\c1ccc(OC)cc1
frontier orbital gap = 7.13 eV
energy above the lowest of the compared OMol25 structures with the same formula, charge and spin = 438.68 kJ/mol

=====

Entry 6:
DFT (ωB97M-V with the def2-TZVPD basis set) results for the ion C14H14NO7S with charge -1 in a non-equilibrium geometry.

The geometry in ORCA input format:
```
! wB97M-V def2-TZVPD RIJCOSX def2/J DEFGRID3
* xyz -1 1
C 4.35849 -2.42064 -3.48432
C 3.57535 -1.24352 -2.97803
C 3.83992 -0.71593 -1.70999
C 3.10272 0.34400 -1.18790
C 2.01017 0.82132 -1.91275
S 1.02961 2.18637 -1.21157
O 1.95381 2.96066 -0.42135
O 0.43138 2.77332 -2.38746
N -0.04809 1.39012 -0.17686
C -1.03030 2.20160 0.27812
O -1.24871 3.36765 -0.05247
C -1.88798 1.59602 1.34164
C -1.12654 0.99635 2.49437
O -0.26045 1.58406 3.09111
O -1.49802 -0.25826 2.89885
C -2.85035 -0.68189 2.66500
C -2.87085 -2.19883 2.90916
C -3.86074 -0.06316 3.60317
O -3.17474 -0.49437 1.28500
C -2.93181 0.72408 0.71096
O -3.58048 1.06651 -0.25118
C 1.80674 0.41278 -3.23936
C 2.56440 -0.64797 -3.72842
H 4.03163 -2.71877 -4.48614
H 5.43668 -2.22379 -3.53204
H 4.23261 -3.28936 -2.82420
H 4.64425 -1.13760 -1.12599
H 3.38959 0.81642 -0.24790
H -2.48838 2.37559 1.84305
H -2.14577 -2.67649 2.23121
H -2.59488 -2.38171 3.96025
H -3.88948 -2.56698 2.70509
H -3.95574 1.01377 3.51699
H -4.83719 -0.51249 3.40456
H -3.59085 -0.31276 4.63223
H 1.09599 0.93511 -3.88119
H 2.36802 -1.02120 -4.73163
*
```

E_LUMO = 2.712 eV
HOMO = -5.17 eV
SMILES string = Cc1ccc([S@@](=O)([O-])=NC(=O)C2C(=O)OC(C)(C)OC2=O)cc1
frontier orbital gap = 7.88 eV
energy above the lowest of the compared OMol25 structures with the same formula, charge and spin = 0.00 kJ/mol

=====

Which of these has the highest HOMO?
C14H14NO7S

=====

Number 4 is which compound?
C46H53N3NaO9P4S

=====

Which of these has the highest frontier orbital gap?
C2H7N3OS

=====

Among the records above, which one has the lowest frontier orbital gap?
C19H19N3O